# 1
ORCA calculation (wB97M-V/def2-TZVPD) on a molecular structure, C29H29N2O3PRuS2.

- ⟨S²⟩ = 6.01
- ΔE to the lowest compared entry with this formula, charge and spin (kcal per mole) = 9.39
- highest occupied orbital energy (spin up / spin down) (Eh) = -0.5075 / -0.5076
- largest force on an atom (eV Å⁻¹) = 0.65

ORCA input file:
```
! wB97M-V def2-TZVPD RIJCOSX def2/J DEFGRID3
* xyz 2 5
Ru 0.94 -1.58 0.82
O -1.62 -0.96 1.83
S -0.87 -1.01 3.20
O -1.72 -1.41 4.26
O 0.34 -1.84 2.95
C -0.37 0.67 3.34
C -0.53 1.20 4.61
C -0.09 2.50 4.85
C 0.48 3.24 3.84
C 0.63 2.69 2.57
C 0.22 1.40 2.29
P 0.44 0.77 0.59
C 1.93 1.55 -0.07
C 1.88 2.50 -1.08
C 3.06 3.05 -1.58
C 4.28 2.65 -1.06
C 4.34 1.71 -0.04
C 3.17 1.16 0.45
C -0.97 1.33 -0.36
C -1.11 0.87 -1.68
C -2.19 1.26 -2.44
C -3.15 2.11 -1.89
C -3.03 2.56 -0.58
C -1.94 2.17 0.19
H -0.99 0.62 5.39
H -0.21 2.93 5.84
H 0.82 4.25 4.02
H 1.09 3.29 1.78
H 0.93 2.82 -1.48
H 3.02 3.79 -2.37
H 5.20 3.09 -1.45
H 5.30 1.42 0.38
H 3.23 0.45 1.27
H -0.36 0.21 -2.11
H -2.30 0.91 -3.46
H -4.00 2.42 -2.49
H -3.78 3.21 -0.16
H -1.86 2.51 1.21
S 2.17 -3.32 -0.18
C 2.86 -2.72 -1.68
N 3.21 -1.46 -1.87
C 3.79 -0.98 -3.13
C 4.61 -2.10 -3.75
C 3.75 -3.34 -3.90
N 3.08 -3.62 -2.62
H 3.12 -0.82 -1.09
H 4.41 -0.12 -2.89
H 3.00 -0.65 -3.79
H 5.48 -2.31 -3.14
H 4.96 -1.79 -4.74
H 4.36 -4.21 -4.14
H 3.00 -3.22 -4.68
H 2.75 -4.56 -2.43
C -2.34 -2.21 1.41
C -3.77 -1.89 1.12
C -4.10 -0.77 0.36
C -5.43 -0.52 0.07
C -6.42 -1.38 0.52
C -6.09 -2.50 1.27
C -4.76 -2.75 1.57
H -2.25 -2.95 2.20
H -1.80 -2.56 0.53
H -3.33 -0.11 0.00
H -5.70 0.36 -0.51
H -7.46 -1.17 0.30
H -6.86 -3.17 1.62
H -4.50 -3.62 2.17
*
```

# 2
ORCA calculation (wB97M-V/def2-TZVPD) on 2 unconnected molecules or ions with the total composition C5H6N in a non-equilibrium geometry.

- ΔE to the lowest compared entry with this formula, charge and spin (kcal per mole) = 220.16
- highest occupied orbital energy (spin up / spin down) (Eh) = -0.5010 / -0.5011
- largest force on an atom (eV Å⁻¹) = 4.85

ORCA input file:
```
! wB97M-V def2-TZVPD RIJCOSX def2/J DEFGRID3
* xyz 1 1
C -2.62 1.34 -0.64
C -3.51 0.45 -0.46
C -0.10 0.33 -0.14
C -1.55 1.98 -0.50
C 1.13 -0.06 0.25
N 1.60 -1.54 0.31
H -0.90 -0.46 -0.31
H -0.99 2.80 -0.14
H 1.85 0.78 0.31
H 2.07 -1.77 -0.54
H 0.78 -2.15 0.70
H 2.25 -1.68 1.17
*
```

# 3
ORCA calculation (wB97M-V/def2-TZVPD) on a single C3H9NS2 molecule in a non-equilibrium geometry.

- ΔE to the lowest compared entry with this formula, charge and spin (kcal per mole) = 10.06
- highest occupied orbital energy (Eh) = -0.3301
- largest force on an atom (eV Å⁻¹) = 2.23

ORCA input file:
```
! wB97M-V def2-TZVPD RIJCOSX def2/J DEFGRID3
* xyz 0 1
N -1.36 -0.08 -0.76
C -0.46 -0.07 0.36
C 0.20 -1.45 0.57
S 1.12 -2.07 -0.82
C 0.58 1.00 0.31
S -0.17 2.71 0.26
H -0.87 -0.23 -1.65
H -1.91 0.78 -0.87
H -1.04 0.08 1.30
H -0.55 -2.21 0.86
H 0.94 -1.45 1.35
H 0.06 -2.26 -1.67
H 1.22 1.02 1.16
H 1.25 0.73 -0.56
H 0.98 3.50 0.18
*
```

# 4
ORCA calculation (wB97M-V/def2-TZVPD) on a molecular structure, C12H26O5RuS.

- ⟨S²⟩ = 0.76
- ΔE to the lowest compared entry with this formula, charge and spin (kcal per mole) = 0.09
- highest occupied orbital energy (spin up / spin down) (Eh) = -0.7519 / -0.7473
- largest force on an atom (eV Å⁻¹) = 0.44

ORCA input file:
```
! wB97M-V def2-TZVPD RIJCOSX def2/J DEFGRID3
* xyz 3 2
Ru 0.01 0.63 -0.01
C -2.86 -0.17 -0.35
C -2.11 -1.48 -0.28
O -0.85 -1.24 0.43
C -0.82 -1.58 1.86
C -0.82 -0.30 2.66
O 0.16 0.62 2.09
C 1.54 0.30 2.51
C 2.51 0.74 1.44
O 1.94 0.22 0.20
C 2.64 0.36 -1.09
C 1.68 -0.12 -2.16
O 0.45 0.66 -2.00
C -0.70 0.37 -2.85
C -1.85 1.13 -2.23
O -1.95 0.87 -0.78
H -3.22 0.15 0.63
H -3.71 -0.22 -1.03
H -1.84 -1.87 -1.25
H -2.69 -2.24 0.25
H 0.09 -2.17 2.00
H -1.67 -2.20 2.11
H -0.59 -0.48 3.71
H -1.77 0.23 2.60
H 1.62 -0.78 2.67
H 1.73 0.82 3.45
H 3.49 0.30 1.60
H 2.60 1.82 1.35
H 3.53 -0.28 -1.07
H 2.93 1.40 -1.22
H 1.44 -1.18 -2.06
H 2.10 0.08 -3.15
H -0.85 -0.72 -2.87
H -0.50 0.73 -3.86
H -2.80 0.88 -2.70
H -1.70 2.20 -2.31
C 0.10 3.65 1.64
S -0.08 3.01 -0.03
C 1.36 3.73 -0.84
H 1.06 3.41 2.07
H -0.72 3.25 2.24
H -0.02 4.74 1.57
H 1.19 4.81 -0.85
H 1.39 3.38 -1.87
H 2.29 3.51 -0.31
*
```

# 5
ORCA calculation (wB97M-V/def2-TZVPD) on 2 unconnected molecules or ions with the total composition C4H4N2O.

- ΔE to the lowest compared entry with this formula, charge and spin (kcal per mole) = 64.82
- highest occupied orbital energy (Eh) = -0.3742
- largest force on an atom (eV Å⁻¹) = 0.91

ORCA input file:
```
! wB97M-V def2-TZVPD RIJCOSX def2/J DEFGRID3
* xyz 0 1
H 0.46 1.01 2.24
N -0.11 0.51 1.56
C -0.49 1.32 0.65
N -1.23 0.92 -0.45
C -1.51 -0.17 -0.91
O -1.89 -1.12 -1.49
H -0.28 2.39 0.64
C 1.08 -1.22 -1.13
C 1.44 -1.18 0.01
H 0.79 -1.31 -2.15
H 1.74 -1.15 1.04
*
```

What did we get for E? Answer: -2689.78793; -248.26484; -970.81569; -1340.98585; -339.47837 Eh, in the order shown.